Record 1
C13H14IN3NiS | ωB97M-V/def2-TZVPD

The geometry in XYZ format:
```
33
Properties=species:S:1:pos:R:3:forces:R:3
C -2.526571 -4.808992 -0.468100 -0.274 -0.182 -0.437
C -2.975851 -4.454453 -1.899555 -0.047 -0.403 0.320
H -1.632835 -5.438282 -0.496509 0.000 0.135 0.068
H -3.310722 -5.384111 0.040099 0.163 0.147 -0.026
H -2.306245 -3.913868 0.112085 -0.083 -0.146 -0.022
H -2.287111 -3.753845 -2.370172 -0.014 0.041 -0.018
H -3.018628 -5.358483 -2.521582 0.016 0.203 0.079
H -3.979938 -4.021375 -1.897396 0.153 0.087 -0.022
C 2.393839 -0.116290 2.043893 -0.033 0.454 -0.509
C 3.665308 0.215092 2.507069 0.009 0.283 -0.357
C 4.420957 1.167205 1.810867 -0.371 -0.289 0.132
C 3.886818 1.732959 0.657498 -0.525 -0.059 -0.274
H 1.785152 -0.882256 2.527155 0.059 0.313 -0.132
H 4.035425 -0.271712 3.402468 0.043 0.098 -0.139
H 5.409513 1.458770 2.163995 -0.240 -0.107 -0.123
H 4.433839 2.452069 0.050718 0.039 -0.206 0.353
N 1.848073 0.477059 0.961738 1.221 0.407 0.280
C 2.593240 1.377384 0.251748 0.282 -0.977 1.635
C 1.934970 1.897668 -0.937246 -1.501 0.185 -1.254
N 0.678975 1.393656 -1.150873 0.719 0.737 -1.239
C -0.001670 1.751260 -2.266374 0.681 0.171 0.743
C 1.781931 3.233721 -2.937106 -0.391 -0.359 0.219
C 0.512275 2.682193 -3.163825 0.254 0.025 0.017
H -0.984259 1.290828 -2.400206 0.343 0.192 0.077
H -0.083028 2.961388 -4.030815 0.203 -0.031 0.189
C 2.506273 2.821141 -1.820381 -0.221 -0.301 0.219
H 3.509076 3.186419 -1.609034 -0.308 0.064 -0.231
H 2.195859 3.970494 -3.622486 -0.086 -0.188 0.137
Ni -0.077270 0.216729 0.298892 0.767 0.405 -0.346
I -0.666982 -1.853822 1.265537 0.000 -1.793 0.717
S -1.978317 1.262401 0.341434 -0.542 1.244 -0.474
C -2.767422 0.778024 1.724440 -2.329 -1.218 3.669
N -3.372525 0.470772 2.704104 2.014 1.065 -3.253
```
Forces are in eV/Å.

Values from the calculation:
Kohn-Sham gap (alpha / beta) ... 6.401 / 6.555 eV
Spin multiplicity ... 3
E_HOMO (alpha / beta) ... -0.2883 / -0.2953 Eh
Relative energy (zero: lowest compared OMol25 entry of this formula, charge and spin) ... 0.0 kJ/mol
Expectation value of S² ... 2.012

natural (NBO) population analysis, charges in e, atoms 1 to 8: number 1, C, carries -0.6083; number 2, C, carries -0.6034; number 3, H, carries 0.1956; number 4, H, carries 0.1968; number 5, H, carries 0.2208; number 6, H, carries 0.1984; number 7, H, carries 0.1945; number 8, H, carries 0.2008

Record 2
C2H3N2O3 | ωB97M-V/def2-TZVPD

The geometry in XYZ format:
```
10
Properties=species:S:1:pos:R:3:forces:R:3
H -2.110237 0.620662 -1.049802 2.205 2.284 -0.642
N -1.446173 1.485915 -1.343096 -1.805 -3.502 1.373
C -0.284747 1.467045 -0.863140 3.845 0.943 1.158
O 0.696775 0.704899 -0.021713 -1.751 2.094 -1.336
C 0.479088 -0.618127 0.201589 -1.581 -1.110 -0.669
N 0.705507 -1.361705 1.262242 1.074 0.347 -0.138
O 1.570166 -1.019356 2.125504 -0.232 0.281 0.584
O 0.151974 -2.514145 1.294328 0.003 -0.119 0.235
H 0.409272 2.319129 -1.126966 -0.997 -0.739 0.217
H -0.171625 -1.084318 -0.478947 -0.762 -0.481 -0.781
```
Forces are in eV/Å.

Values from the calculation:
Kohn-Sham gap ... 6.777 eV
Net charge ... -1
E_HOMO ... -0.1004 Eh
Relative energy (zero: lowest compared OMol25 entry of this formula, charge and spin) ... 556.1 kJ/mol
SMILES string ... [H]/N=C\OC=[N+]([O-])[O-]

natural (NBO) population analysis, charges in e, atoms 1 to 8: number 1, H, carries 0.3516; number 2, N, carries -0.7156; number 3, C, carries 0.4229; number 4, O, carries -0.5061; number 5, C, carries 0.0405; number 6, N, carries 0.3866; number 7, O, carries -0.6158; number 8, O, carries -0.6285

Record 3
C15H26NO2PPt | ωB97M-V/def2-TZVPD

The geometry in XYZ format:
```
46
Properties=species:S:1:pos:R:3:forces:R:3
C -2.468456 0.394721 -2.825648 -0.993 -1.136 -0.656
C -2.113201 -0.768250 -2.163601 0.469 -0.269 1.557
C -1.288337 -0.736925 -1.006574 -1.451 -2.689 -2.261
C -0.987980 0.536673 -0.468103 2.570 1.202 3.001
C -1.202420 1.696541 -1.260827 -0.930 1.244 -2.405
C -2.000830 1.631793 -2.396374 1.174 1.481 1.885
C -1.042330 -2.073142 -0.330027 -0.412 -0.241 0.685
C 0.139696 -3.122132 -0.531567 1.007 -0.409 -0.006
N 1.513701 -2.762299 -0.903842 -0.580 0.348 0.511
Pt -0.133718 0.994801 1.429638 0.192 -0.797 -0.276
C -0.585815 3.008787 -0.884147 0.788 1.154 0.831
P 0.806608 2.647233 0.308776 -1.196 0.398 -2.801
H -2.512092 -1.726616 -2.495021 0.212 0.161 -0.038
H -2.297474 2.539372 -2.921188 0.270 -0.150 0.057
H -3.143114 0.355471 -3.672190 0.142 -0.115 -0.088
H -1.289563 3.680360 -0.357798 0.076 -0.289 -0.270
H -0.149197 3.546406 -1.737571 -0.433 -0.121 -0.014
H -1.095812 -1.878774 0.763633 0.030 -0.207 -0.795
H -1.944117 -2.674082 -0.601023 0.588 0.326 0.398
H 0.273512 -3.612259 0.452541 -0.406 0.184 -0.462
C 1.518577 4.138695 1.040977 0.118 0.391 -0.099
C 2.018754 2.089741 -0.960243 0.276 0.613 0.588
H -0.160271 -3.946623 -1.211132 -0.306 0.662 0.113
C 1.718346 -1.883652 -2.029271 -0.001 -0.206 -0.094
C 2.464175 -2.634136 0.190163 -0.202 -0.108 0.123
H 0.800315 1.763472 2.718055 -0.422 0.139 0.125
H 2.158763 -2.415927 -2.884136 -0.051 0.090 -0.028
H 0.762295 -1.458484 -2.356076 0.200 0.131 -0.010
H 2.424045 -1.086654 -1.753354 -0.299 0.054 -0.171
H 3.108389 -3.519121 0.286843 -0.019 0.078 -0.075
H 3.117060 -1.769828 0.025680 -0.078 -0.050 0.157
H 1.935033 -2.515234 1.144926 0.183 0.168 -0.097
H 2.388603 2.963789 -1.516237 0.059 -0.242 0.119
H 2.828341 1.604557 -0.417413 0.236 -0.097 -0.292
H 1.558687 1.389688 -1.662529 -0.071 0.038 0.306
H 1.618819 4.933318 0.291636 0.040 -0.106 0.169
H 0.938173 4.507982 1.897660 0.082 -0.217 -0.341
H 2.518291 3.861413 1.390225 -0.063 0.121 0.019
H 1.054686 0.980706 2.700665 0.761 -0.586 0.200
C -2.516802 -1.402746 3.868895 -0.206 0.215 -0.202
O -2.034679 -0.453671 2.860918 -0.020 -1.185 1.322
C -0.698892 -0.519040 2.621594 -0.810 -1.252 -0.353
O -0.001596 -1.446658 3.011686 -0.611 0.920 0.071
H -3.600730 -1.361738 3.761908 0.081 -0.013 0.162
H -2.220600 -1.059286 4.877252 -0.068 -0.218 -0.515
H -2.176858 -2.438258 3.702232 0.072 0.588 -0.051
```
Forces are in eV/Å.

Values from the calculation:
Kohn-Sham gap (alpha / beta) ... 4.460 / 4.773 eV
Spin multiplicity ... 3
E_HOMO (alpha / beta) ... -0.1510 / -0.2756 Eh
Relative energy (zero: lowest compared OMol25 entry of this formula, charge and spin) ... 297.5 kJ/mol
Expectation value of S² ... 2.031

natural (NBO) population analysis, charges in e, atoms 1 to 8: number 1, C, carries -0.1794; number 2, C, carries -0.2311; number 3, C, carries -0.0602; number 4, C, carries -0.1066; number 5, C, carries -0.1025; number 6, C, carries -0.2201; number 7, C, carries -0.4656; number 8, C, carries -0.1927

Record 4
C2H6NO | ωB97M-V/def2-TZVPD

The geometry in XYZ format:
```
10
Properties=species:S:1:pos:R:3:forces:R:3
O 0.459852 -1.516093 0.373604 1.599 -3.663 3.654
H -0.256890 -1.536701 1.065053 0.792 0.871 -1.407
C 0.223329 -0.573591 -0.624412 -4.248 -0.532 0.214
C -0.679529 0.459603 -0.039431 2.474 -0.830 -0.461
N -0.123833 1.726073 0.301973 2.965 1.241 -1.792
H 1.238377 -0.422290 -0.968227 0.077 1.013 -0.720
H -0.399627 -1.256273 -1.301236 0.736 1.145 -0.656
H -1.703527 0.329696 -0.071816 -2.002 0.087 -0.499
H 0.250191 2.048534 -0.701462 -0.458 0.188 2.765
H 0.796687 1.567199 0.858103 -1.935 0.479 -1.098
```
Forces are in eV/Å.

Values from the calculation:
Kohn-Sham gap ... 5.276 eV
Net charge ... -1
E_HOMO ... -0.0123 Eh
Relative energy (zero: lowest compared OMol25 entry of this formula, charge and spin) ... 262.2 kJ/mol

natural (NBO) population analysis, charges in e, atoms 1 to 8: number 1, O, carries -0.8690; number 2, H, carries 0.4380; number 3, C, carries -0.1684; number 4, C, carries -0.5433; number 5, N, carries -0.8459; number 6, H, carries 0.1499; number 7, H, carries 0.1097; number 8, H, carries 0.1448

Record 5
C4H12N2O | ωB97M-V/def2-TZVPD

The geometry in XYZ format:
```
19
Properties=species:S:1:pos:R:3:forces:R:3
C 1.290913 0.577868 1.818999 1.429 -0.113 -1.333
C 1.258570 -0.149675 0.445544 -0.152 0.668 1.713
O 1.886242 0.701638 -0.522490 0.004 -2.257 -1.402
C -0.107229 -0.568854 -0.074761 -1.986 -0.599 3.381
N 0.063220 -1.408312 -1.205841 -0.450 -0.739 -1.852
C -1.116577 0.586283 -0.352141 1.181 0.518 1.023
N -2.397715 -0.044629 -0.985325 2.142 2.011 0.596
H 1.017496 1.596778 1.583391 -0.212 0.456 0.545
H 2.364030 0.565858 2.205958 -1.485 0.054 -0.424
H 0.624001 0.101069 2.519606 -0.195 0.005 0.284
H 1.807522 -1.065762 0.646117 0.318 -0.298 -0.672
H 1.896459 0.051691 -1.299848 0.471 1.719 1.135
H -0.587695 -1.227254 0.766879 0.957 0.790 -1.339
H -0.840617 -1.898343 -1.321713 0.885 0.415 -0.418
H 0.235958 -0.875785 -2.095201 -0.500 -0.546 1.157
H -1.350582 1.290546 0.535388 0.083 -1.627 -0.887
H -0.295512 1.227810 -0.808029 -2.126 -0.069 -1.393
H -3.013307 -0.088782 -0.163187 -0.117 0.219 -0.927
H -2.735169 0.627862 -1.693339 -0.246 -0.604 0.815
```
Forces are in eV/Å.

Values from the calculation:
Kohn-Sham gap ... 10.264 eV
E_HOMO ... -0.3434 Eh
Relative energy (zero: lowest compared OMol25 entry of this formula, charge and spin) ... 222.4 kJ/mol
SMILES string ... C[C@H](O)[C@H](N)CN

natural (NBO) population analysis, charges in e, atoms 1 to 8: number 1, C, carries -0.6255; number 2, C, carries 0.0851; number 3, O, carries -0.7190; number 4, C, carries -0.0721; number 5, N, carries -0.8528; number 6, C, carries -0.3054; number 7, N, carries -0.8544; number 8, H, carries 0.2103

Record 6
C7H4O3S2 | ωB97M-V/def2-TZVPD

The geometry in XYZ format:
```
16
Properties=species:S:1:pos:R:3:forces:R:3
O 2.341055 1.057851 2.145485 1.167 1.405 1.298
C 2.143975 0.001598 1.616812 -1.843 -0.546 -1.273
O 2.926492 -1.085939 1.789955 -1.172 0.380 -0.721
C 0.946996 -0.085668 0.766144 0.571 -2.575 -0.834
S 0.534316 -1.642067 -0.073460 -0.734 1.597 0.369
C -0.801051 -0.807966 -0.851257 -0.467 -0.797 -0.330
C -1.899094 -1.243670 -1.689102 0.032 1.377 0.219
C -2.710598 -0.177902 -2.034755 0.887 -0.547 0.379
S -2.157835 1.377062 -1.385013 -0.021 -1.624 0.020
C -0.870019 0.526913 -0.574328 0.713 1.257 0.622
C 0.155829 0.955672 0.351537 0.785 0.455 -0.032
O 0.427123 2.239908 0.692327 -1.299 -0.589 -0.473
H 3.565114 -0.792764 2.431206 0.844 0.056 0.623
H -2.044404 -2.270864 -1.974283 -0.196 -0.043 -0.161
H -3.608344 -0.257068 -2.643528 0.284 0.247 0.152
H 1.050446 2.204904 1.432261 0.449 -0.053 0.142
```
Forces are in eV/Å.

Values from the calculation:
Kohn-Sham gap ... 8.583 eV
E_HOMO ... -0.3118 Eh
Relative energy (zero: lowest compared OMol25 entry of this formula, charge and spin) ... 0.0 kJ/mol
SMILES string ... O=C(O)c1sc2ccsc2c1O

natural (NBO) population analysis, charges in e, atoms 1 to 8: number 1, O, carries -0.6364; number 2, C, carries 0.7704; number 3, O, carries -0.6599; number 4, C, carries -0.3987; number 5, S, carries 0.3946; number 6, C, carries -0.1888; number 7, C, carries -0.2584; number 8, C, carries -0.3558